(1)
The following is a DFT calculation (ωB97M-V/def2-TZVPD) of 2 unconnected molecules or ions with the total composition C3H4N3O2S at a distorted geometry.

Summary:
Net charge: -1
E_LUMO (alpha / beta) in hartree: 0.12457 / 0.12458
Highest occupied orbital energy (alpha / beta) in eV: -4.530 / -4.530
Frontier orbital gap (alpha / beta) in eV: 7.919 / 7.920

The geometry in XYZ format:
```
13
Properties=species:S:1:pos:R:3:forces:R:3
C -1.662 0.950 2.118 -1.8 0.1 0.7
C -0.074 0.377 0.888 3.4 -0.8 -0.3
C 1.011 -0.415 -2.347 -1.4 0.4 0.8
N -1.281 0.845 0.864 -0.9 0.2 -2.7
N -0.786 0.587 2.991 -0.3 0.0 2.0
N 0.219 0.206 2.222 4.2 -0.5 0.9
O 2.411 -1.377 -0.343 -1.2 0.6 0.3
O 2.697 1.011 -0.988 -2.5 -2.1 0.9
S 1.779 -0.191 -0.913 3.1 2.1 -0.1
H -2.685 1.148 2.348 -0.4 0.5 0.5
H 0.581 0.581 -2.592 0.2 -0.7 -0.2
H 0.236 -1.168 -2.123 0.2 0.1 -0.6
H 1.180 0.068 2.754 -2.8 0.1 -2.2
```
Forces are in eV/Å.

=====

(2)
The following is a DFT calculation (ωB97M-V/def2-TZVPD) of a single C7H12S molecule at a distorted geometry.

Summary:
Spin multiplicity: 3
E_LUMO (alpha / beta) in hartree: 0.03043 / -0.06076
Highest occupied orbital energy (alpha / beta) in eV: -4.429 / -9.826
⟨S²⟩: 2.007
Frontier orbital gap (alpha / beta) in eV: 5.257 / 8.173

The geometry in XYZ format:
```
20
Properties=species:S:1:pos:R:3:forces:R:3
C -0.551 -0.098 -1.721 -3.0 -8.6 -0.1
C -0.095 1.078 -2.082 3.5 8.5 1.2
C -0.562 -0.660 -0.358 1.6 3.2 1.0
C 0.590 0.388 0.462 -2.5 0.1 -0.9
C -2.038 -0.743 0.106 -0.6 0.8 -0.5
C 0.352 0.730 1.944 0.5 -1.3 -0.5
C 1.887 -0.280 0.252 0.5 -2.3 1.4
S 0.585 1.908 -0.666 -0.8 -1.1 -0.7
H -0.660 -0.800 -2.581 0.0 0.0 0.9
H 0.086 1.478 -3.035 0.2 0.3 -0.9
H 0.112 -1.509 -0.348 -1.1 -1.1 0.3
H -2.606 0.338 -0.029 1.6 -2.8 0.8
H -2.192 -1.290 1.062 0.0 0.9 -0.2
H -2.491 -1.405 -0.661 -0.1 0.4 0.4
H 1.341 0.871 2.420 -0.5 0.0 0.0
H -0.166 -0.135 2.440 0.4 0.9 -0.4
H -0.202 1.635 2.023 -0.7 0.6 0.4
H 1.849 -0.642 -0.767 0.9 -0.2 -0.2
H 2.001 -1.143 1.006 -0.5 0.7 -1.3
H 2.757 0.280 0.531 0.4 0.8 -0.5
```
Forces are in eV/Å.

=====

Electronic energy values (in eV) by entry order: -22573.7354, -18283.1409.
ΔE to the lowest compared entry with this formula, charge and spin values (in kcal per mole) by entry order: 87.1, 0.0.